No. 1
A structure of composition C5H5Cl2HoNO4V at a distorted geometry. Source: the OMol25 dataset; level of theory: ωB97M-V/def2-TZVPD.

Computed properties:
HOMO level (alpha / beta) = -23.26 / -23.28 eV
maximum force = 12.538 eV Å⁻¹
<S²> = 12.041
charge = +4
frontier orbital gap (alpha / beta) = 4.218 / 4.960 eV
2S+1 = 7
calculated total energy = -91429.6267 eV

Geometry (Å):
1 V 0.168 -0.104 -5.638
2 Ho -0.608 -0.231 0.146
3 Cl -0.992 -0.198 -3.765
4 Cl 1.102 -1.689 -0.643
5 C -1.216 -2.019 1.629
6 C -0.749 0.611 -7.106
7 C 0.331 -1.907 -6.051
8 O -1.279 -2.621 2.612
9 O -1.386 0.916 -8.047
10 O 0.305 -3.076 -6.132
11 C 0.854 0.256 4.176
12 C 0.300 1.110 3.130
13 N 0.124 2.401 3.371
14 O -0.026 0.637 1.971
15 H 1.224 0.917 4.971
16 H 1.705 -0.352 3.860
17 H 0.069 -0.383 4.574
18 H -0.407 2.957 2.701
19 H 0.481 2.774 4.240

These are the Mulliken partial charges, in e, on atoms 1 to 2: V 0.7746; Ho 1.6474

***

No. 2
A structure of composition C24H31AsCl2IrN5O3PS3 at a distorted geometry. Source: the OMol25 dataset; level of theory: ωB97M-V/def2-TZVPD.

Computed properties:
HOMO level (alpha / beta) = -12.68 / -14.09 eV
maximum force = 1.755 eV Å⁻¹
<S²> = 8.807
charge = +2
frontier orbital gap (alpha / beta) = 7.726 / 5.139 eV
2S+1 = 6
calculated total energy = -169483.0750 eV

Geometry (Å):
1 Ir -0.310 -0.216 -0.095
2 S 2.035 -0.216 1.550
3 C 2.641 -0.298 -0.028
4 N 1.804 -0.574 -1.005
5 C 2.383 -0.477 -2.226
6 C 1.776 -0.684 -3.466
7 C 2.528 -0.512 -4.604
8 C 3.876 -0.129 -4.541
9 C 4.507 0.061 -3.328
10 C 3.762 -0.118 -2.171
11 S 4.278 0.061 -0.527
12 H 0.730 -0.939 -3.515
13 H 2.076 -0.679 -5.568
14 H 4.422 0.020 -5.459
15 H 5.547 0.337 -3.269
16 C -2.382 4.513 2.227
17 N -1.893 4.583 0.862
18 C -0.586 5.216 0.838
19 N 0.352 4.494 1.679
20 C -0.140 4.438 3.040
21 N -1.432 3.779 3.040
22 C -1.362 2.390 2.740
23 P -0.738 2.074 0.963
24 C -1.922 3.318 0.191
25 C 0.742 3.228 1.149
26 H -3.355 4.016 2.247
27 H -2.495 5.525 2.626
28 H -0.687 6.241 1.209
29 H -0.209 5.237 -0.186
30 H -0.252 5.451 3.428
31 H 0.555 3.891 3.681
32 H -2.358 1.943 2.828
33 H -0.670 1.899 3.430
34 H -2.932 2.896 0.237
35 H -1.669 3.470 -0.860
36 H 1.204 3.355 0.159
37 H 1.474 2.751 1.809
38 C -0.571 -3.822 1.525
39 As -1.181 -1.966 1.549
40 C -3.112 -2.225 1.665
41 C -0.792 -1.554 3.427
42 H -0.958 -4.308 2.426
43 H 0.519 -3.864 1.540
44 H -0.938 -4.349 0.645
45 H -3.308 -2.980 2.433
46 H -3.515 -2.569 0.714
47 H -3.608 -1.295 1.942
48 H -1.317 -2.263 4.070
49 H -1.112 -0.546 3.689
50 H 0.279 -1.636 3.612
51 Cl -0.707 -4.506 -3.358
52 C -1.721 -3.103 -3.002
53 Cl -1.289 -2.431 -1.418
54 H -2.762 -3.417 -2.942
55 H -1.579 -2.321 -3.747
56 O 1.305 3.131 -1.829
57 C 0.293 2.562 -2.208
58 N -0.110 1.354 -1.804
59 S -1.589 0.944 -2.369
60 O -1.523 -0.167 -3.269
61 O -2.385 0.712 -1.160
62 C -1.906 2.479 -3.219
63 C -2.979 2.954 -3.937
64 C -2.847 4.210 -4.529
65 C -1.670 4.939 -4.420
66 C -0.588 4.439 -3.706
67 C -0.725 3.202 -3.100
68 H -3.888 2.380 -4.032
69 H -3.669 4.629 -5.088
70 H -1.594 5.911 -4.887
71 H 0.344 4.977 -3.615

These are the Mulliken partial charges, in e, on atoms 1 to 2: Ir 1.5171; S -0.1546

***

No. 3
A cluster of 2 separate species, C4H13N2O in total at a distorted geometry. Source: the OMol25 dataset; level of theory: ωB97M-V/def2-TZVPD.

Computed properties:
HOMO level = -12.87 eV
maximum force = 2.039 eV Å⁻¹
charge = +1
frontier orbital gap = 9.417 eV
2S+1 = 1
calculated total energy = -9379.2251 eV

Geometry (Å):
1 C 1.638 1.501 0.039
2 C 1.293 0.720 1.310
3 C -0.048 0.026 1.270
4 C -0.738 -0.119 0.112
5 N -1.735 -1.207 -0.075
6 N -0.608 -0.325 2.492
7 H 0.929 2.329 -0.090
8 H 2.592 1.990 0.236
9 H 1.517 0.924 -0.859
10 H 2.025 -0.095 1.376
11 H 1.340 1.270 2.248
12 H -0.744 0.573 -0.715
13 H -1.566 -1.879 -0.828
14 H -2.721 -0.930 -0.159
15 H -1.611 -1.769 0.789
16 H -0.121 0.052 3.287
17 H -1.610 -0.226 2.536
18 H 0.220 -0.187 -4.459
19 H -0.078 -1.678 -4.578
20 O 0.025 -0.970 -3.933

These are the Mulliken partial charges, in e, on atoms 1 to 2: C -1.3897; C -0.3855

***

No. 4
A structure of composition C13H24CeCl2N2O at a distorted geometry. Source: the OMol25 dataset; level of theory: ωB97M-V/def2-TZVPD.

Computed properties:
HOMO level (alpha / beta) = -6.45 / -6.44 eV
maximum force = 3.251 eV Å⁻¹
frontier orbital gap (alpha / beta) = 6.352 / 6.322 eV
2S+1 = 1
calculated total energy = -56871.6721 eV

Geometry (Å):
1 Ce -1.772 0.200 -1.375
2 Cl -1.047 -0.468 -3.704
3 Cl -4.035 1.204 -0.772
4 C -0.413 1.936 -1.189
5 H 0.581 2.118 -1.594
6 H -0.874 2.701 -0.537
7 C 2.670 1.035 -0.889
8 C 2.671 2.376 -0.650
9 H 2.469 0.338 -0.072
10 C 2.701 3.392 -1.751
11 H 2.655 2.748 0.379
12 C 2.441 2.743 -3.129
13 H 2.007 4.224 -1.577
14 H 3.707 3.850 -1.762
15 C 3.326 1.511 -3.278
16 H 1.390 2.445 -3.226
17 H 2.655 3.466 -3.924
18 C 2.900 0.443 -2.250
19 H 3.268 1.117 -4.298
20 H 4.367 1.780 -3.071
21 H 1.996 -0.071 -2.626
22 H 3.689 -0.316 -2.148
23 C -0.553 -3.315 0.225
24 N -1.225 -2.687 1.358
25 C -2.093 -3.473 2.206
26 C -2.382 -2.767 3.503
27 C -2.764 -1.330 3.304
28 N -1.835 -0.682 2.398
29 C -1.857 0.778 2.359
30 C -1.257 -1.347 1.388
31 O -0.765 -0.692 0.386
32 H -1.056 -3.095 -0.735
33 H -0.561 -4.395 0.401
34 H 0.485 -2.959 0.175
35 H -3.035 -3.701 1.682
36 H -1.605 -4.430 2.391
37 H -1.506 -2.812 4.152
38 H -3.193 -3.290 4.013
39 H -2.726 -0.786 4.247
40 H -3.793 -1.242 2.916
41 H -2.464 1.149 1.510
42 H -2.328 1.112 3.295
43 H -0.838 1.192 2.270

These are the Mulliken partial charges, in e, on atoms 1 to 2: Ce 0.9924; Cl -0.4972

***

No. 5
A cluster of 6 separate species, C4H21N2O6 in total at a distorted geometry. Source: the OMol25 dataset; level of theory: ωB97M-V/def2-TZVPD.

Computed properties:
HOMO level (alpha / beta) = -10.24 / -9.67 eV
maximum force = 5.271 eV Å⁻¹
<S²> = 0.758
frontier orbital gap (alpha / beta) = 10.282 / 5.330 eV
2S+1 = 2
calculated total energy = -19748.8644 eV

Geometry (Å):
1 C 0.627 1.413 0.844
2 N 0.118 -0.027 0.840
3 C 0.010 -0.610 -0.608
4 O -0.718 0.067 -1.523
5 C 1.912 1.560 -0.215
6 C 2.793 2.743 0.350
7 N 1.319 1.935 -1.413
8 H 0.983 1.537 1.990
9 H -0.039 2.108 0.431
10 H -0.871 -0.065 1.271
11 H -0.371 -1.637 -0.407
12 H 1.014 -0.754 -1.029
13 H 2.572 0.618 -0.134
14 H 3.336 3.304 -0.483
15 H 2.282 3.492 0.964
16 H 3.590 2.346 0.891
17 H 0.369 1.343 -1.695
18 H 1.266 2.825 -1.810
19 H -1.581 -3.703 1.641
20 H -0.738 -2.391 1.659
21 O -1.145 -3.066 2.215
22 H -3.007 -2.863 -0.364
23 H -2.073 -3.647 -1.033
24 O -2.606 -3.768 -0.246
25 H -1.870 -0.774 -2.114
26 H -1.739 -2.165 -2.813
27 O -2.349 -1.684 -2.233
28 H 3.138 0.554 2.144
29 H 1.869 -0.229 2.521
30 O 2.855 -0.002 2.842
31 H -1.718 3.003 -1.348
32 H -1.333 1.636 -0.980
33 O -1.936 2.387 -0.743

These are the Mulliken partial charges, in e, on atoms 1 to 2: C -1.1433; N -0.2420

***

No. 6
An isolated molecule of C2H2FIO2S at a distorted geometry. Source: the OMol25 dataset; level of theory: ωB97M-V/def2-TZVPD.

Computed properties:
HOMO level (alpha / beta) = -10.16 / -9.33 eV
maximum force = 8.100 eV Å⁻¹
frontier orbital gap (alpha / beta) = 8.828 / 7.515 eV
structure (SMILES) = O=S(=O)(F)/C=C/I
2S+1 = 1
calculated total energy = -27850.1089 eV

Geometry (Å):
1 C -0.265 -0.496 0.573
2 C 0.988 -1.028 -0.660
3 O -0.892 1.820 1.607
4 O 0.480 1.775 -0.450
5 F -1.884 1.144 -0.534
6 S -0.515 1.202 0.386
7 I 1.455 -2.981 -0.866
8 H -0.789 -1.220 1.147
9 H 1.422 -0.216 -1.202

These are the Mulliken partial charges, in e, on atoms 1 to 2: C -0.3779; C -0.4798

***

No. 7
A cluster of 2 separate species, CH3N3O2 in total at a distorted geometry. Source: the OMol25 dataset; level of theory: ωB97M-V/def2-TZVPD.

Computed properties:
HOMO level = -8.98 eV
maximum force = 2.777 eV Å⁻¹
frontier orbital gap = 9.247 eV
2S+1 = 1
calculated total energy = -9647.5132 eV

Geometry (Å):
1 C 0.300 -0.959 -0.765
2 N -0.342 1.201 0.676
3 N -0.816 -1.119 -0.161
4 N 0.773 0.872 0.248
5 O 1.841 1.448 0.215
6 O 1.135 -1.355 -1.483
7 H -0.436 2.137 1.085
8 H -1.081 -0.267 0.401
9 H -1.373 -1.959 -0.217

These are the Mulliken partial charges, in e, on atoms 1 to 2: C 0.5576; N -0.6149

***

No. 8
A structure of composition C53H59FeN4O5 at a distorted geometry. Source: the OMol25 dataset; level of theory: ωB97M-V/def2-TZVPD.

Computed properties:
HOMO level (alpha / beta) = -4.14 / -7.23 eV
maximum force = 3.489 eV Å⁻¹
<S²> = 8.825
frontier orbital gap (alpha / beta) = 2.391 / 3.940 eV
2S+1 = 6
calculated total energy = -106493.1104 eV

Geometry (Å):
1 C 3.042 1.698 -1.669
2 C 2.697 0.664 -2.732
3 C 1.571 1.203 -3.617
4 C 3.965 0.514 -3.589
5 C 2.274 -0.729 -2.176
6 C 2.247 -1.760 -3.119
7 C 2.314 -3.087 -2.726
8 C 2.326 -3.389 -1.368
9 C 2.021 -2.425 -0.410
10 C 1.796 -2.883 1.061
11 C 2.807 -2.191 1.979
12 C 2.023 -4.386 1.261
13 C 0.344 -2.627 1.478
14 C 1.932 -1.063 -0.845
15 N 1.401 -0.032 0.030
16 C 0.137 0.523 0.004
17 C -0.920 -0.101 -0.638
18 C -2.149 0.612 -0.990
19 C -3.307 0.510 -0.163
20 C -4.244 1.518 -0.172
21 C -4.091 2.583 -1.087
22 N -4.620 3.865 -0.736
23 O -4.184 4.863 -1.369
24 O -5.421 3.959 0.217
25 C -3.138 2.527 -2.125
26 C -2.212 1.496 -2.112
27 N 0.209 1.642 0.867
28 C -0.851 2.542 1.328
29 C -1.694 2.199 2.415
30 C -1.575 1.047 3.462
31 C -1.485 1.648 4.875
32 C -0.375 0.146 3.290
33 C -2.831 0.168 3.387
34 C -2.809 3.009 2.692
35 C -3.011 4.201 2.034
36 C -2.069 4.636 1.113
37 C -0.985 3.844 0.739
38 C -0.002 4.474 -0.308
39 C -0.492 5.846 -0.799
40 C 0.077 3.588 -1.540
41 C 1.387 4.706 0.285
42 C 1.501 1.614 1.429
43 C 2.025 2.410 2.537
44 C 1.318 3.342 3.339
45 C 1.959 3.985 4.398
46 C 3.299 3.715 4.688
47 C 4.020 2.798 3.912
48 C 3.390 2.169 2.843
49 N 2.239 0.661 0.883
50 H 3.760 1.325 -0.929
51 H 3.475 2.589 -2.152
52 H 2.149 2.044 -1.143
53 H 1.446 0.582 -4.513
54 H 0.622 1.204 -3.065
55 H 1.795 2.233 -3.931
56 H 3.800 -0.123 -4.462
57 H 4.292 1.499 -3.949
58 H 4.777 0.081 -2.992
59 H 2.250 -1.512 -4.180
60 H 2.379 -3.883 -3.465
61 H 2.529 -4.413 -1.067
62 H 2.732 -1.104 1.955
63 H 2.671 -2.526 3.016
64 H 3.818 -2.461 1.652
65 H 1.366 -4.995 0.630
66 H 3.065 -4.663 1.071
67 H 1.791 -4.647 2.303
68 H -0.294 -3.488 1.241
69 H 0.258 -2.426 2.550
70 H -0.081 -1.777 0.944
71 H -0.818 -1.172 -0.717
72 H -3.410 -0.361 0.488
73 H -5.052 1.579 0.555
74 H -3.117 3.341 -2.844
75 H -1.477 1.377 -2.920
76 H -2.375 2.230 5.138
77 H -1.373 0.843 5.612
78 H -0.613 2.308 4.958
79 H -0.314 -0.214 2.264
80 H 0.559 0.653 3.551
81 H -0.479 -0.729 3.947
82 H -2.968 -0.216 2.371
83 H -2.728 -0.684 4.072
84 H -3.736 0.714 3.673
85 H -3.533 2.700 3.454
86 H -3.866 4.829 2.273
87 H -2.216 5.632 0.691
88 H -0.493 6.577 0.019
89 H 0.187 6.223 -1.576
90 H -1.495 5.779 -1.242
91 H 0.180 2.540 -1.254
92 H -0.843 3.669 -2.131
93 H 0.930 3.859 -2.179
94 H 1.896 3.768 0.514
95 H 2.017 5.257 -0.429
96 H 1.314 5.288 1.211
97 H 0.277 3.570 3.113
98 H 1.398 4.704 4.998
99 H 3.793 4.223 5.512
100 H 5.067 2.564 4.122
101 H 3.922 1.452 2.212
102 O -1.217 -10.633 -2.766
103 C -1.222 -9.475 -2.735
104 Fe -0.969 -7.737 -2.615
105 C 0.403 -7.962 -1.569
106 O 1.386 -8.271 -1.020
107 C -0.108 -7.850 -4.153
108 O 0.511 -8.075 -5.111
109 C -1.766 -2.809 -2.189
110 C -2.694 -3.251 -3.138
111 C -3.136 -4.546 -3.429
112 C -2.946 -5.753 -2.769
113 C -2.030 -6.029 -1.718
114 C -1.144 -5.053 -1.157
115 C -1.036 -3.681 -1.369
116 H -1.525 -1.761 -2.190
117 H -3.150 -2.454 -3.734
118 H -3.803 -4.599 -4.300
119 H -3.603 -6.580 -3.050
120 H -2.294 -6.885 -1.051
121 H -0.522 -5.481 -0.363
122 H -0.228 -3.210 -0.804

These are the Mulliken partial charges, in e, on atoms 1 to 2: C -1.8768; C 2.6621

***

No. 9
A structure of composition C39H36BClCsN8PS3. Source: the OMol25 dataset; level of theory: ωB97M-V/def2-TZVPD.

Computed properties:
HOMO level = -6.74 eV
maximum force = 0.429 eV Å⁻¹
frontier orbital gap = 6.767 eV
2S+1 = 1
calculated total energy = -108493.2381 eV

Geometry (Å):
1 Cs 0.654 1.155 0.347
2 C 5.858 -0.639 -2.038
3 N 5.352 -0.969 -0.724
4 C 5.705 -2.075 0.023
5 C 5.043 -1.962 1.194
6 N 4.287 -0.809 1.173
7 B 3.289 -0.513 2.362
8 N 3.393 0.984 2.775
9 C 4.536 1.750 2.697
10 C 4.254 2.991 3.147
11 N 2.920 2.983 3.502
12 C 2.172 4.097 4.041
13 C 2.403 1.743 3.297
14 S 0.800 1.307 3.697
15 C 4.487 -0.198 -0.019
16 S 3.862 1.278 -0.617
17 H 6.388 -1.506 -2.426
18 H 6.530 0.217 -1.984
19 H 5.030 -0.379 -2.696
20 H 6.390 -2.819 -0.342
21 H 5.033 -2.604 2.056
22 H 2.166 -0.777 2.034
23 H 3.646 -1.227 3.269
24 H 5.450 1.351 2.296
25 H 4.863 3.872 3.238
26 H 2.844 4.947 4.131
27 H 1.761 3.834 5.015
28 H 1.346 4.348 3.375
29 Cl -0.096 1.356 -2.942
30 C -1.630 1.736 -3.699
31 C -1.639 1.859 -5.077
32 C -2.833 2.152 -5.718
33 C -3.993 2.310 -4.978
34 C -3.962 2.173 -3.598
35 C -2.778 1.879 -2.920
36 P -2.689 1.783 -1.090
37 C -4.397 2.200 -0.607
38 C -5.461 1.299 -0.616
39 C -6.732 1.712 -0.249
40 C -6.958 3.031 0.125
41 C -5.907 3.935 0.139
42 C -4.632 3.517 -0.218
43 C -2.689 -0.031 -0.800
44 C -2.806 -0.444 0.531
45 C -2.862 -1.791 0.854
46 C -2.758 -2.748 -0.148
47 C -2.603 -2.349 -1.466
48 C -2.576 -0.998 -1.793
49 H -0.718 1.731 -5.628
50 H -2.848 2.256 -6.794
51 H -4.928 2.540 -5.472
52 H -4.876 2.302 -3.034
53 H -5.299 0.269 -0.909
54 H -7.551 1.004 -0.255
55 H -7.951 3.349 0.412
56 H -6.073 4.961 0.438
57 H -3.809 4.222 -0.190
58 H -2.884 0.296 1.321
59 H -2.976 -2.090 1.888
60 H -2.791 -3.803 0.098
61 H -2.511 -3.087 -2.252
62 H -2.476 -0.704 -2.831
63 S 2.784 6.156 0.816
64 C 1.114 6.512 0.766
65 C 0.437 5.423 0.315
66 N 1.202 4.320 0.039
67 C 2.458 4.575 0.266
68 H 0.720 7.473 1.047
69 H -0.633 5.365 0.177
70 H 3.251 3.846 0.144
71 N -2.091 -8.982 2.955
72 C -1.565 -8.099 2.441
73 C -0.905 -6.999 1.796
74 C -0.608 -5.842 2.511
75 C 0.031 -4.789 1.882
76 C 0.353 -4.891 0.533
77 C 0.060 -6.043 -0.186
78 C -0.564 -7.103 0.449
79 N 0.965 -3.796 -0.113
80 C 1.919 -3.819 -1.116
81 C 2.163 -2.514 -1.418
82 N 1.368 -1.690 -0.656
83 C 0.675 -2.486 0.108
84 H -0.862 -5.774 3.560
85 H 0.301 -3.901 2.438
86 H 0.299 -6.100 -1.239
87 H -0.799 -8.003 -0.102
88 H 2.354 -4.740 -1.460
89 H 2.869 -2.118 -2.128
90 H -0.068 -2.188 0.831

These are the Mulliken partial charges, in e, on atoms 1 to 2: Cs 0.7202; C -0.9413